Density functional theory data (ωB97M-V/def2-TZVPD) for a 2-piece molecular cluster, C3H10N2O2 overall.

XYZ file:
```
17
Properties=species:S:1:pos:R:3:forces:R:3
H -2.81809 0.88127 1.52051 -0.405 0.066 -0.028
N 0.65829 -1.23335 -0.41393 -0.324 0.498 -0.192
H 0.60063 -0.69232 -2.41381 -0.122 0.000 -0.129
C 1.30483 -0.97475 0.86642 0.084 -0.086 0.072
H -0.98178 -0.67770 -0.03935 0.092 0.014 0.360
H 0.88818 -1.64540 1.61168 -0.012 -0.143 0.085
O -0.95867 1.48474 1.09180 0.600 0.609 -0.175
H 0.07184 1.32121 -1.25408 -0.094 0.010 0.106
H 2.38812 -1.12007 0.83498 0.113 0.064 -0.002
C 1.15623 -0.39413 -1.53003 0.319 0.067 0.056
H 0.79346 -2.20312 -0.66596 -0.123 -0.116 -0.041
H 2.21154 -0.61162 -1.73389 0.063 -0.009 0.116
H 1.07578 0.03318 1.20175 0.040 0.100 -0.053
C -1.87066 0.71240 1.01097 -0.044 -0.187 0.598
O -1.85550 -0.45194 0.41848 -0.223 -0.643 -0.658
H 1.52761 1.34368 -0.52945 0.048 0.100 0.081
N 1.03313 1.02931 -1.34970 -0.012 -0.344 -0.196
```
Forces are in eV/Å.

Properties
- SMILES = CNCN.O=CO
- Kohn-Sham gap (eV) = 10.46
- molar mass (g/mol) = 106.12
- ΔE to the lowest compared entry with this formula, charge and spin (kcal per mole) = 21.9
- max |F| (Eh/bohr) = 0.018
- energy (hartree) = -380.3018



Density functional theory data (ωB97M-V/def2-TZVPD) for an isolated molecule of C4H2Cl3N in a non-equilibrium geometry.

XYZ file:
```
10
Properties=species:S:1:pos:R:3:forces:R:3
C 0.21105 -0.60628 0.76970 0.180 -3.633 3.268
C 0.21291 0.66737 0.07616 -0.741 -0.419 -2.011
Cl -0.88066 1.86291 0.66140 0.663 0.725 -0.077
C 1.45459 -1.42629 0.75157 -0.467 -0.666 0.108
H -0.18922 -1.04705 -1.33138 1.678 -1.235 -2.673
N 2.29067 -2.20452 0.56910 -0.632 0.913 0.419
C -0.50284 -0.62158 -0.47890 -2.755 1.587 0.485
Cl 1.81178 0.96248 -0.83927 -2.133 0.417 1.104
H -0.62232 -0.89324 1.56199 2.410 1.174 -0.908
Cl -2.31215 -1.10230 -0.46481 1.797 1.136 0.285
```
Forces are in eV/Å.

Properties
- SMILES = N#C[C@@H]1[C@@H](Cl)C1(Cl)Cl
- Kohn-Sham gap (eV) = 10.53
- molar mass (g/mol) = 170.43
- ΔE to the lowest compared entry with this formula, charge and spin (kcal per mole) = 46.8
- max |F| (Eh/bohr) = 0.095
- energy (hartree) = -1588.8567



Density functional theory data (ωB97M-V/def2-TZVPD) for an isolated molecule of C29H26O6 in a non-equilibrium geometry.

XYZ file:
```
61
Properties=species:S:1:pos:R:3:forces:R:3
H 5.84123 0.57853 -0.79585 -1.816 -0.946 -1.164
C -6.90886 -0.14162 3.90875 0.471 4.008 -2.485
H -3.55572 -4.13387 -3.14953 -0.407 2.467 0.229
O 8.62824 -3.29906 2.51384 -4.024 4.027 -7.070
C -3.26001 0.84776 -1.84084 0.335 1.785 2.424
H 5.04507 -0.19431 -2.39063 -0.351 0.480 2.275
C 4.73176 -1.41580 -0.39456 -1.132 -0.323 -0.866
C -6.73559 2.71718 2.10856 -0.007 -3.934 2.289
H 2.24068 3.23877 2.03809 -0.070 -1.534 -2.589
C 0.93750 2.58237 0.03418 1.306 -1.000 -0.664
H -6.67148 3.71198 1.47838 -0.227 -2.302 1.541
C -1.86575 2.52613 0.05301 -3.099 -2.286 -1.001
C -4.52852 1.50178 0.62266 2.434 0.715 -1.636
C 0.87285 1.76893 -1.42465 3.096 -0.250 2.347
H 3.56633 -1.65350 -0.44544 2.506 0.494 0.230
C -3.17825 2.40164 1.02689 0.521 -1.410 -3.188
H 4.71263 -3.45562 -1.54972 1.644 1.765 1.036
O 7.77440 -3.08163 0.16380 -0.615 0.884 3.547
C 3.57067 1.73917 0.51923 -3.348 0.039 -2.210
H 6.22528 -2.37548 -1.94617 -1.370 -0.474 1.660
C 4.91712 0.01007 -1.24533 -1.240 -0.086 1.457
H 7.19269 -0.45812 1.01536 0.851 -1.293 2.111
H 5.86446 -3.80014 0.99845 1.006 0.681 -1.917
H -5.10548 -0.84620 2.45498 -1.585 2.374 0.330
C -5.82300 0.07432 2.67365 -2.335 2.116 1.105
H -6.89191 -1.16743 4.51873 -0.134 2.645 -1.513
O -0.51380 4.59287 1.00110 0.203 -7.738 -3.315
C -3.20523 0.11159 -3.33570 0.016 1.565 0.065
C -0.53986 1.83111 -2.31790 -0.414 0.572 -4.064
H 2.18421 0.32390 -2.87920 0.121 1.379 2.342
C 7.48242 -1.07937 1.98760 -0.666 -0.544 -1.263
C 3.53759 0.88673 -0.89230 -2.039 2.294 1.138
H 4.98536 -1.29970 0.74602 -0.336 -0.074 -2.358
C -1.93134 1.70058 -1.39944 -1.789 0.178 2.126
H -4.71582 -2.94408 -2.21444 1.814 -0.089 -1.561
C -7.82873 2.50433 3.34522 2.117 -2.684 -0.298
H -8.67462 0.97704 5.15795 1.700 0.581 -2.239
C -5.71580 1.47350 1.77643 -1.890 -1.010 2.221
H -3.14832 2.94990 2.06017 -0.159 -1.205 -2.223
C 6.40152 -3.59152 -0.02438 -1.203 -1.408 -1.147
H -4.32053 -2.57775 -4.04503 1.001 -1.073 2.020
C -4.58610 0.73912 -0.82728 3.476 2.307 1.484
C 2.24491 2.61941 1.02228 0.012 -2.365 -4.032
H -8.57076 3.37303 3.65446 1.823 -1.977 -0.894
O -0.57354 2.01091 -3.64073 0.388 -1.320 8.137
H 6.52112 -4.65876 -0.54537 -0.077 2.320 1.216
O -1.97818 -2.39770 -1.37356 -3.923 2.359 -7.980
H -5.53778 0.12020 -1.13477 2.189 1.393 0.667
O -2.11776 -0.90138 -3.31282 -2.994 -2.037 1.846
H 8.27886 -0.51124 2.65203 -1.725 -1.543 -1.458
H 6.46465 -1.25198 2.56231 2.234 0.355 -0.915
H -2.88923 0.88860 -4.18428 -0.533 -1.670 2.197
C -2.59906 -2.06596 -2.53683 2.987 -1.818 5.603
C 2.20937 0.92179 -1.86373 -0.454 1.963 3.009
C 5.49880 -2.69101 -1.08301 0.446 -0.681 0.555
H 4.55998 1.70276 1.17577 -2.427 0.130 -1.547
C -7.91940 1.11365 4.25622 3.050 -0.129 -3.137
H -4.24503 -0.31374 -3.66613 1.940 0.570 0.978
C -3.87921 -3.00968 -3.03874 0.101 1.123 -0.109
C 8.00285 -2.60058 1.53653 2.633 -2.142 4.889
C -0.47792 3.37759 0.43564 -0.029 3.774 1.766
```
Forces are in eV/Å.

Properties
- SMILES = CC(=O)OCCCCc1ccc2c(c1)C(=O)c1c(COC(C)=O)cc(-c3ccccc3)cc1C2=O
- Kohn-Sham gap (eV) = 7.17
- molar mass (g/mol) = 470.52
- max |F| (Eh/bohr) = 0.179
- energy (hartree) = -1570.9383



Density functional theory data (ωB97M-V/def2-TZVPD) for C4H8O2 as an isolated structure in a non-equilibrium geometry.

XYZ file:
```
14
Properties=species:S:1:pos:R:3:forces:R:3
H -0.14786 0.24644 1.88836 -0.064 0.447 0.010
C 2.03402 0.26112 -0.53343 -0.274 -0.192 -0.274
H -0.56047 0.32541 -1.17191 0.216 0.076 0.193
O 1.05146 -0.47201 0.22776 -0.953 -0.939 -0.990
O 0.11205 1.92596 0.69731 0.211 0.330 0.630
H 1.76884 1.32326 -0.64479 -0.153 -0.306 0.041
C -0.62118 -0.10703 -0.17555 0.980 -0.130 0.039
C -1.88706 -0.94336 0.03871 0.648 -0.240 0.021
H -1.89191 -1.48743 0.98516 0.148 -0.059 -0.136
H 2.14480 -0.22144 -1.50356 0.024 0.137 -0.126
H -2.13860 -1.61033 -0.79068 0.300 -0.021 0.181
C -0.14115 0.75058 0.90215 -1.160 1.233 0.344
H -2.73946 -0.22939 0.10655 0.764 -0.034 -0.079
H 3.01652 0.23822 -0.02609 -0.687 -0.301 0.145
```
Forces are in eV/Å.

Properties
- Kohn-Sham gap (eV) = 9.93
- molar mass (g/mol) = 88.11
- ΔE to the lowest compared entry with this formula, charge and spin (kcal per mole) = 83.5
- max |F| (Eh/bohr) = 0.034
- energy (hartree) = -307.5794



Density functional theory data (ωB97M-V/def2-TZVPD) for C5H8N2O as an isolated structure in a non-equilibrium geometry.

XYZ file:
```
16
Properties=species:S:1:pos:R:3:forces:R:3
H 1.18429 1.47998 -2.01605 -1.711 0.205 1.388
H -1.49082 -0.04436 2.51370 1.556 -0.564 -0.703
N -1.13758 -0.95510 2.14267 -1.007 -2.526 -2.442
H 0.79048 2.18890 -0.22099 0.257 -0.069 -2.317
O 0.34627 -1.66830 -0.95036 -3.404 -4.604 -0.443
C 0.61841 1.37194 -1.01850 2.920 1.862 2.100
C 1.18083 0.27021 -0.04981 4.546 2.840 -0.420
N -0.12191 0.28877 0.58708 -0.170 1.718 -1.606
H -1.56878 1.76425 -0.30773 1.003 -1.044 -0.700
C -0.32248 -2.03433 0.01205 0.181 -1.145 -0.078
H -1.04572 0.28606 -1.37115 -1.524 -0.826 -0.280
H 1.45855 -0.69757 -0.52133 0.833 2.205 1.102
C -0.58257 -0.94661 0.94475 -2.230 2.409 5.769
H -0.78724 -3.06574 0.33777 1.234 1.320 -1.124
C -0.79835 0.98866 -0.61363 0.954 -0.190 0.695
H 2.27660 0.77324 0.53153 -3.439 -1.590 -0.942
```
Forces are in eV/Å.

Properties
- Kohn-Sham gap (eV) = 7.80
- molar mass (g/mol) = 112.13
- ΔE to the lowest compared entry with this formula, charge and spin (kcal per mole) = 141.4
- max |F| (Eh/bohr) = 0.129
- energy (hartree) = -379.8628



Density functional theory data (ωB97M-V/def2-TZVPD) for an isolated molecule of C2H4N6 in a non-equilibrium geometry.

XYZ file:
```
12
Properties=species:S:1:pos:R:3:forces:R:3
H -1.87644 0.34310 1.52627 0.711 -0.842 -0.869
N 2.37769 -0.37270 0.21802 -0.897 0.301 -0.431
N 2.06703 0.94442 0.04902 0.837 0.593 -0.195
N 0.34272 -0.25781 -0.15521 -3.125 1.973 -0.923
N -1.01042 -0.69172 -0.27718 0.387 0.848 -0.108
C 0.80218 1.04773 -0.23659 1.447 -3.725 1.256
N 1.30424 -1.08619 0.06532 1.272 -0.469 0.736
H -1.37322 -0.59534 -1.23709 0.700 -0.466 0.168
N -3.07542 0.24373 -0.14922 -1.104 -0.200 0.420
C -1.99309 0.01453 0.46054 -0.512 0.624 0.991
H -3.86882 0.52667 0.47624 1.287 -0.017 -0.699
H 0.22310 1.89396 -0.36440 -1.003 1.379 -0.346
```
Forces are in eV/Å.

Properties
- SMILES = [H]/N=C/Nn1cnnn1
- Kohn-Sham gap (eV) = 11.32
- molar mass (g/mol) = 112.10
- ΔE to the lowest compared entry with this formula, charge and spin (kcal per mole) = 44.6
- max |F| (Eh/bohr) = 0.081
- energy (hartree) = -407.0459